(1)
Density functional theory data (ωB97M-V with the def2-TZVPD basis set) for a structure of composition C42H62BHgN4P3S.

```
114
Properties=species:S:1:pos:R:3:forces:R:3:lowdin_charge:R:1
Hg 0.623475 -23.169584 0.752492 0.0 0.6 0.0 0.712
C -2.129651 -25.537834 4.953541 1.5 -1.9 -0.6 -0.103
C -2.279624 -25.090099 3.448860 2.8 -2.0 -0.6 -0.615
C -1.319952 -26.272663 2.597693 0.7 5.3 4.6 -0.079
C -3.658351 -24.990696 2.901760 -4.5 -1.6 2.8 -0.164
P -1.169698 -23.592458 2.977787 1.0 0.7 2.4 1.042
C -2.194913 -22.058342 2.835932 3.3 3.9 1.6 -0.244
N -1.306113 -21.051669 1.943019 -2.2 0.0 1.0 -0.018
B -0.311134 -21.242353 0.898760 -0.2 -2.3 1.4 -0.723
N 0.142320 -19.985981 0.485013 0.7 1.9 -2.5 -0.053
C 1.284074 -19.505320 -0.363685 -1.1 -1.8 2.2 -0.159
P 1.755320 -20.679649 -1.700330 1.0 1.6 -0.1 1.086
C 0.493213 -20.242788 -3.026637 -1.4 0.1 0.4 -0.732
C -0.639088 -21.134093 -2.501705 5.6 -8.0 -11.4 -0.136
C -0.132540 -18.829183 -3.109079 -8.7 -7.1 3.7 -0.039
C 1.011443 -20.864332 -4.267884 0.8 -5.2 0.7 -0.150
C 3.388936 -19.835346 -2.253692 0.3 3.0 -0.3 -0.638
C 3.991299 -20.104371 -3.706285 -9.8 -2.4 0.3 -0.061
C 3.430503 -18.209790 -2.197747 -0.6 -2.2 6.0 -0.072
C 4.372516 -20.465969 -1.274429 -4.4 4.6 7.3 -0.131
C -0.661138 -19.032336 1.026241 -2.5 2.9 3.0 -0.161
C -0.716668 -17.585655 0.822380 1.9 -3.2 -2.3 -0.025
C -1.622035 -16.926649 1.631286 -0.5 -2.4 1.1 -0.162
C -2.406116 -17.481695 2.639706 0.6 -3.5 1.6 -0.101
C -2.383259 -18.898911 2.998634 2.6 0.4 -4.2 -0.006
C -1.577965 -19.657735 2.100432 2.1 0.3 -2.3 -0.123
C -0.151898 -23.098738 4.559575 0.9 1.6 2.0 -0.639
C 1.047548 -23.947765 4.974577 0.8 1.1 2.5 -0.256
C -0.826371 -22.627209 5.938607 8.0 4.0 0.4 -0.129
C 1.181701 -22.355212 4.571177 -2.5 -7.5 -1.8 -0.124
H -2.913577 -26.326747 5.400628 1.9 1.3 -1.5 0.101
H -2.430238 -24.615679 5.374596 0.5 0.8 1.8 0.009
H -0.842742 -25.931007 5.110536 -4.4 1.6 0.0 0.170
H -1.790189 -27.134053 2.724822 -1.7 -4.1 1.1 0.010
H -0.302797 -26.141443 3.124068 -1.5 -0.6 -1.1 0.076
H -1.268107 -26.088038 1.612442 0.4 1.0 -3.5 -0.034
H -4.355678 -25.879432 3.147817 1.6 0.2 0.1 0.096
H -3.765436 -25.044932 1.908197 0.6 0.0 -4.2 0.014
H -4.584114 -24.327956 3.086316 2.3 0.7 0.8 0.101
H -2.369740 -21.253596 3.802181 0.1 -3.3 -2.3 0.138
H -3.038916 -22.420942 2.345030 -1.9 0.4 -0.9 0.020
H 2.475423 -17.405907 -2.108931 2.1 -2.2 2.5 0.145
H 1.919180 -19.069165 0.435248 0.4 0.3 -1.4 0.081
H -1.130072 -20.596547 -2.038420 -7.8 8.0 10.5 -0.129
H -0.109531 -22.076932 -2.291378 -1.8 -0.1 0.5 0.040
H -1.795707 -21.136868 -3.330321 3.6 -0.8 1.1 0.192
H -0.847397 -18.776655 -2.078710 3.1 1.0 -1.9 0.124
H -1.377822 -19.092184 -3.579400 3.9 1.2 -0.3 0.155
H 0.403544 -18.091688 -3.435477 2.5 4.7 -1.8 -0.020
H 1.747308 -22.029540 -4.050611 -2.3 3.6 -0.4 0.182
H 1.591475 -20.328112 -4.888489 2.3 2.1 -1.6 -0.025
H 0.276605 -21.187289 -4.973568 -1.2 -0.5 0.0 0.061
H 2.934934 -19.639021 -4.484472 4.8 -0.9 1.9 0.168
H 3.765962 -21.220945 -3.754480 0.7 1.1 -0.7 0.065
H 4.982956 -20.000364 -3.713306 3.8 1.5 -0.8 0.017
H 4.500286 -18.158584 -1.841454 -1.5 1.7 0.2 0.095
H 3.330223 -17.884271 -3.070759 1.0 1.7 -8.4 -0.081
H 9.995792 -15.390226 -0.105498 2.3 -4.2 0.4 0.000
H 4.554430 -21.306145 -1.663721 2.1 -6.8 -2.7 -0.043
H 3.593804 -20.831804 -0.192103 2.3 1.0 -3.1 0.115
H 5.187281 -20.068512 -0.613335 -0.6 0.5 -1.6 0.081
H -0.027582 -17.173212 -0.125089 -2.1 -0.7 3.0 0.152
H -1.745446 -15.938810 1.611911 -0.1 4.0 -0.6 0.042
H -2.912239 -16.952981 3.412967 -0.4 1.3 -0.2 0.074
H -2.767039 -19.505520 3.780605 -1.0 0.6 0.8 0.062
H 0.853166 -24.096281 6.125232 0.8 0.2 -1.7 0.031
H 1.474211 -25.006825 4.868626 -0.4 1.6 -1.9 0.071
H 10.497116 -16.323261 -0.013385 -2.3 4.2 -0.4 0.000
H -1.613025 -22.963796 6.394946 -5.2 -1.8 2.0 -0.078
H -0.599254 -21.379075 6.163848 -1.3 -3.6 -1.0 0.121
H 0.127215 -23.123519 6.863519 -3.0 1.8 -2.5 0.148
H 1.931331 -21.675129 4.668263 1.1 2.1 0.5 -0.038
H -0.892483 -32.856757 3.164915 1.3 -2.7 -2.2 -0.001
H -1.124544 -32.374828 3.557024 -1.3 2.7 2.2 0.001
C -1.938776 -27.741458 -2.988296 -1.2 0.0 6.6 -0.042
C -1.065423 -26.528208 -2.830748 -1.4 -0.2 -2.0 -0.427
C -0.638336 -25.720564 -3.846005 -5.5 -4.5 -6.6 -0.108
C 0.312967 -24.890040 -3.738339 4.8 6.2 0.2 -0.237
N 0.889219 -24.606121 -2.574532 -0.5 -0.9 2.7 0.084
C 0.335297 -25.338280 -1.502376 3.0 0.8 -1.2 -0.695
S 1.154501 -25.443776 0.139797 -0.8 0.5 -1.9 0.471
N -0.574495 -26.258372 -1.697807 0.1 -0.7 4.1 0.063
H -1.372600 -28.466425 -2.141594 -1.9 1.5 -2.5 0.134
H -1.796924 -28.097404 -3.946362 -0.7 -1.1 -2.0 0.009
H -3.196607 -27.562275 -2.434719 4.0 -0.6 -2.3 0.182
H -0.976615 -25.836880 -4.990589 0.2 -0.2 2.7 0.154
H 0.617538 -24.233929 -4.636972 -0.2 -1.2 1.5 0.129
C 4.216006 -23.507156 0.361548 4.7 -1.7 -0.9 -0.348
P 3.338615 -22.755558 1.748275 -1.3 0.3 1.1 0.910
C 3.786156 -24.023369 3.011175 -0.9 1.0 -1.3 -0.398
C 4.371788 -23.674323 4.218014 0.8 -0.3 2.9 -0.145
C 4.493938 -24.584905 5.264380 -0.6 -6.3 1.3 -0.060
C 4.098416 -26.062883 4.988855 0.3 5.8 -4.2 -0.038
C 3.608282 -26.308637 3.645580 0.1 -0.4 3.8 -0.142
C 3.321397 -25.314414 2.740874 -0.9 -1.7 -1.7 -0.171
C 4.017216 -21.034223 2.292709 0.0 0.0 -1.7 -0.341
C 5.311808 -20.614468 1.867860 -1.7 -2.9 -0.8 -0.173
C 5.591742 -19.288919 1.915848 -1.3 2.3 0.8 -0.175
C 4.711711 -18.219391 2.357916 2.3 -2.9 0.1 -0.032
C 3.432960 -18.762700 2.848640 1.3 4.9 -1.4 -0.141
C 3.008375 -20.024446 2.649463 -0.7 -6.7 -0.6 -0.132
H 5.434226 -23.506703 0.685804 -2.9 -0.1 -1.0 0.090
H 4.206531 -22.923824 -0.593707 -0.4 -0.7 0.9 -0.001
H 4.018868 -24.683005 0.141983 -0.1 3.1 0.8 0.069
H 4.735441 -22.713122 4.613977 -0.5 0.2 -1.5 0.109
H 4.860885 -24.568334 6.393179 -0.6 1.2 -2.7 0.123
H 4.210961 -26.849048 5.646264 0.2 -1.3 1.5 0.040
H 3.202497 -27.295989 3.497741 0.1 -0.3 -0.4 0.084
H 2.648254 -25.818531 1.806366 2.2 2.4 2.4 0.050
H 6.009233 -21.294563 1.166145 -1.5 1.3 2.3 0.139
H 6.532486 -19.204326 1.502592 2.1 1.7 -0.8 0.059
H 5.272805 -17.149260 2.324432 -2.4 -2.4 0.4 0.140
H 2.793101 -17.912117 3.063592 -0.7 -0.5 0.4 0.087
H 1.845967 -20.873550 2.633200 2.7 3.2 0.9 0.171
```
Forces are in eV/Å.

## Properties
- expectation value of S² = 0.7559
- net charge = -1
- molecular weight (g mol⁻¹) = 959.38
- multiplicity = 2
- DFT total energy (Eh) = -3455.8253

(2)
Density functional theory data (ωB97M-V with the def2-TZVPD basis set) for a structure of composition C10H24EuN4O7.

```
46
Properties=species:S:1:pos:R:3:forces:R:3:lowdin_charge:R:1
O -0.525765 2.976134 -0.892659 -1.6 -2.6 2.6 -0.186
H 0.217746 3.259885 -1.979423 0.4 -0.8 -0.4 0.026
Eu -0.673005 0.408810 0.821478 3.5 -1.4 -0.8 2.024
N 1.204602 0.584634 2.534045 2.0 0.5 -0.7 -0.239
N 1.767899 0.657155 0.118612 1.7 0.2 1.5 -0.222
N -2.865766 -0.412726 -0.209284 -0.9 -1.6 -1.5 -0.181
N -0.664225 -1.185755 -1.130487 -1.4 -1.8 -1.7 -0.124
O 0.861091 0.131139 3.700924 -0.8 -0.2 1.1 -0.242
O -3.944538 0.085769 0.332755 0.2 0.6 0.5 -0.204
O 0.560016 -1.611128 -1.609168 -0.2 0.4 0.1 -0.109
O 1.973994 0.466519 -1.154422 -0.1 0.0 -1.0 -0.243
C 2.825188 0.943477 0.925221 -2.2 -0.2 -2.0 -0.292
C 2.499374 0.912713 2.310559 -2.7 -0.3 0.7 -0.300
C -2.989405 -1.376633 -1.140588 -0.3 2.1 2.2 -0.290
C -1.728322 -1.811394 -1.669832 3.0 1.3 1.2 -0.262
C 3.501034 1.117662 3.388560 0.1 -0.2 0.2 -0.036
H 3.942102 2.121911 3.315925 -0.1 -0.2 0.0 0.085
H 4.321897 0.391221 3.301118 -0.1 0.2 0.1 0.085
H 3.023065 1.004545 4.365252 0.1 0.0 -0.2 0.071
C 4.212127 1.180448 0.444079 0.2 0.0 -0.3 -0.035
H 4.569482 2.169986 0.760122 -0.1 -0.2 0.0 0.085
H 4.249998 1.118259 -0.646027 0.0 0.0 0.2 0.070
H 4.902717 0.437445 0.867991 -0.1 0.1 -0.1 0.086
C -4.281506 -1.966765 -1.581930 -0.3 0.0 0.0 -0.030
C -1.660714 -2.865019 -2.726023 0.3 -0.1 -0.1 -0.012
H -5.114878 -1.491425 -1.057215 0.2 -0.1 -0.1 0.075
H -4.296900 -3.047264 -1.376502 0.0 0.2 0.0 0.090
H -4.419335 -1.839163 -2.665287 0.0 0.0 0.2 0.087
H -0.625600 -3.044115 -3.027709 -0.2 0.1 0.1 0.078
H -2.245370 -2.567240 -3.609416 0.1 0.0 0.3 0.094
H -2.097817 -3.807169 -2.362047 0.1 0.3 0.0 0.096
H -3.189984 1.038989 1.251921 -0.6 -0.5 -0.5 0.026
H 1.167639 -0.778769 -1.456694 0.0 -0.1 -0.1 0.023
C 0.234625 4.375416 -2.084828 0.5 3.5 -1.1 -0.030
H 0.668101 4.845055 -1.206193 0.1 -0.2 -0.1 0.058
H -0.758237 4.806244 -2.210127 0.1 -0.1 -0.2 0.055
H 0.843941 4.621689 -2.959029 0.1 -0.3 -0.2 0.064
O -2.331999 1.489406 1.662706 -1.5 1.4 1.0 -0.246
H -1.418370 2.868348 -1.262472 0.1 0.2 -0.3 0.044
H -2.584260 2.196522 2.276972 0.1 -0.3 -0.2 0.097
C 0.205739 -2.661702 1.983430 0.0 -0.1 0.0 -0.109
O -0.558804 -1.487256 2.297060 -0.1 0.2 -0.3 -0.302
H 0.002770 -2.937521 0.943732 0.1 0.0 0.2 0.069
H -0.107996 -3.471173 2.652007 0.1 0.1 -0.2 0.086
H 1.282216 -2.477911 2.106260 -0.3 0.0 0.0 0.094
H -0.114781 -1.011752 3.073986 0.3 0.2 0.2 0.029
```
Forces are in eV/Å.

## Properties
- expectation value of S² = 16.0159
- net charge = 0
- molecular weight (g mol⁻¹) = 464.29
- multiplicity = 8
- DFT total energy (Eh) = -1851.1472